{
  "formula": "C20H25N10O5S2Ti",
  "method": "ωB97M-V/def2-TZVPD",
  "elements": ["C", "H", "H", "O", "H", "H", "C", "H", "C", "C", "H", "C", "O", "C", "C", "H", "N", "O", "H", "C", "N", "H", "O", "S", "H", "H", "C", "N", "H", "H", "C", "H", "H", "H", "C", "C", "O", "H", "N", "C", "H", "H", "C", "N", "C", "H", "Ti", "N", "H", "H", "N", "C", "C", "H", "C", "N", "N", "S", "H", "C", "N", "C", "H"],
  "coordinates": [[2.196, 0.466, 2.202], [-0.533, 1.707, 1.905], [6.694, 3.129, -3.724], [0.913, -0.791, -1.774], [-6.010, -1.327, 1.559], [0.165, -5.825, -1.962], [4.072, 2.439, -1.703], [3.623, 2.721, -0.761], [-3.022, -3.239, 3.096], [-2.823, -2.215, 2.179], [-2.179, -3.768, 3.527], [5.791, 2.653, -3.369], [-1.224, -0.581, 0.913], [-5.170, -1.859, 1.986], [3.496, 1.437, -2.470], [3.785, -0.419, 3.076], [3.149, 0.358, 3.128], [1.455, 1.513, -1.256], [-4.494, -4.376, 4.155], [5.198, 1.648, -4.120], [1.392, 1.542, 2.300], [0.462, 4.169, -1.136], [-1.520, 0.359, -1.863], [-1.133, -1.869, 1.764], [0.849, -3.881, 1.795], [0.458, 2.659, 0.947], [-0.757, -3.128, 0.586], [-2.173, 1.165, -1.184], [3.564, 0.252, -4.257], [-1.683, 5.317, -0.160], [0.292, -3.987, 0.871], [3.298, 1.045, 3.850], [-6.400, -3.152, 3.170], [-1.689, -4.272, -2.445], [-1.141, -4.185, -1.516], [4.040, 1.030, -3.677], [-3.327, 0.993, -0.923], [-4.008, 2.793, -0.663], [0.120, 4.252, -0.180], [-5.389, -2.888, 2.892], [-3.691, -0.722, 0.908], [5.636, 1.345, -5.061], [0.619, -4.970, -0.055], [-1.394, 2.208, -0.790], [-4.318, -3.579, 3.446], [-3.741, 4.487, -0.419], [-0.071, 0.391, -0.471], [0.348, 1.748, 1.397], [0.518, 5.085, 0.236], [1.431, -5.654, 0.148], [-3.367, 3.560, -0.549], [-0.094, -5.062, -1.239], [-3.877, -1.514, 1.619], [-2.305, -2.530, -0.784], [5.228, 3.049, -2.163], [2.311, 0.801, -1.974], [-1.281, 4.390, -0.161], [2.028, -0.665, 0.980], [5.696, 3.829, -1.577], [-2.063, 3.354, -0.474], [2.055, -0.405, -2.246], [-1.486, -3.214, -0.598], [1.482, 2.187, 3.070]],
  "forces_ev_per_angstrom": [[0.09, 0.03, 0.10], [-0.03, 0.04, 0.01], [-0.01, 0.00, 0.00], [-0.26, 0.04, 0.01], [0.01, 0.00, 0.00], [0.00, 0.01, 0.02], [-0.06, -0.02, 0.02], [0.00, 0.00, 0.00], [0.04, 0.00, 0.04], [-0.03, -0.08, -0.01], [-0.03, 0.00, 0.00], [0.01, 0.01, 0.02], [-0.24, 0.57, -0.29], [0.00, -0.02, 0.01], [0.22, 0.09, 0.03], [0.01, -0.01, 0.00], [0.01, -0.01, -0.01], [-0.49, -0.02, 0.06], [0.01, 0.00, -0.01], [0.04, 0.00, -0.04], [0.01, 0.01, 0.04], [-0.03, 0.01, -0.06], [0.19, -1.33, -0.89], [0.16, -0.13, -0.12], [0.00, -0.03, -0.03], [-0.01, 0.11, -0.03], [-0.10, -0.10, -0.09], [-1.21, 0.91, -0.37], [0.01, 0.01, 0.02], [0.04, 0.00, -0.01], [0.05, 0.05, 0.05], [0.00, 0.00, 0.00], [0.02, 0.00, 0.00], [0.00, 0.01, 0.02], [0.03, -0.05, -0.02], [-0.08, -0.08, -0.02], [-0.61, 0.16, 0.17], [0.00, -0.06, -0.03], [0.10, 0.06, 0.00], [-0.02, 0.01, -0.01], [0.00, 0.02, -0.01], [-0.01, 0.00, 0.01], [-0.01, 0.01, 0.00], [-1.13, 0.09, 0.28], [0.00, 0.02, -0.01], [-0.01, -0.01, 0.00], [3.85, -0.08, 0.99], [-0.19, -0.10, 0.14], [-0.02, 0.00, 0.05], [-0.01, 0.01, 0.00], [-0.07, 0.04, 0.01], [-0.01, -0.01, -0.04], [0.02, 0.00, -0.03], [-0.03, -0.02, -0.04], [-0.01, -0.01, -0.02], [-0.45, -0.41, 0.07], [0.08, 0.08, -0.02], [-0.30, -0.24, -0.23], [-0.02, -0.02, 0.00], [0.48, 0.07, 0.05], [-0.04, 0.29, 0.08], [0.02, 0.05, 0.13], [0.01, 0.02, 0.02]],
  "mulliken_spin": [0.00, 0.00, 0.00, -0.01, 0.00, 0.00, 0.00, 0.00, 0.00, 0.00, 0.00, 0.00, 0.01, 0.00, 0.00, 0.00, 0.00, -0.02, 0.00, 0.00, 0.00, 0.00, 0.01, 0.00, 0.00, 0.00, 0.00, 0.03, 0.00, 0.00, 0.00, 0.00, 0.00, 0.00, 0.00, 0.00, 0.02, 0.00, 0.00, 0.00, 0.00, 0.00, 0.00, -0.01, 0.00, 0.00, 0.94, 0.00, 0.00, 0.00, 0.00, 0.00, 0.00, -0.01, 0.00, 0.00, 0.00, -0.01, 0.00, 0.01, 0.01, 0.01, 0.00],
  "orbital_gap_ev": [7.1, 7.1],
  "de_lowest_kcal_mol": 19.5,
  "mol_weight_g_mol": 597.486,
  "homo_ha": [-0.5016, -0.5034],
  "charge": 2,
  "e_lumo_ev": [-6.546, -6.643],
  "spin_multiplicity": 2
}


{
  "formula": "C20H25N2OPd",
  "method": "ωB97M-V/def2-TZVPD",
  "elements": ["C", "C", "C", "H", "N", "H", "H", "H", "H", "H", "H", "H", "C", "H", "H", "H", "C", "N", "H", "C", "C", "C", "C", "H", "C", "H", "C", "C", "C", "H", "O", "H", "C", "H", "H", "C", "H", "C", "H", "C", "H", "C", "C", "H", "Pd", "H", "H", "C", "H"],
  "coordinates": [[-3.638, -1.572, -2.822], [-1.054, 1.994, -1.172], [5.103, -1.983, 2.052], [-3.583, -2.308, -2.011], [2.512, 0.350, 0.704], [-1.682, 2.003, 2.133], [-3.077, -1.145, 0.675], [5.053, 2.511, 0.592], [-4.478, 1.009, -3.972], [-1.282, 1.984, -2.235], [-1.654, -0.120, 2.752], [-4.441, -1.898, -3.509], [4.569, 1.565, 0.786], [-4.950, 0.915, -0.822], [2.573, -1.610, 1.425], [1.162, 2.484, -1.177], [-1.972, 1.899, -0.098], [6.420, -1.930, 2.412], [-2.696, -1.609, -3.383], [-1.263, 2.064, 1.130], [-4.988, -0.060, -1.322], [0.089, -1.171, 1.822], [3.150, -0.708, 1.222], [6.912, -1.052, 2.539], [-3.924, -0.215, -2.325], [-3.051, 1.789, -0.196], [0.210, -1.871, 0.550], [-3.661, 0.915, -3.232], [-1.104, -1.905, -0.047], [6.795, -2.758, 2.849], [4.442, -3.027, 2.131], [-5.981, -0.139, -1.803], [0.256, 2.261, -0.621], [0.876, 2.678, 1.524], [6.331, 0.514, 1.446], [0.106, 2.358, 0.828], [-4.941, -0.835, -0.548], [-1.994, -1.222, 0.811], [0.873, -1.080, 2.573], [-1.264, -0.724, 1.928], [-1.357, -2.457, -0.956], [3.193, 1.485, 0.544], [4.528, -0.713, 1.513], [2.659, 2.370, 0.215], [0.186, 0.235, 0.114], [1.111, -2.380, 0.205], [-2.729, 0.778, -3.793], [5.257, 0.461, 1.267], [-3.601, 1.869, -2.698]],
  "forces_ev_per_angstrom": [[0.21, -0.46, -0.18], [1.13, 0.20, 0.07], [0.04, -1.64, 0.37], [-0.11, 0.02, -0.10], [0.08, -0.18, 0.25], [0.08, 0.24, -0.43], [0.56, 0.12, -0.04], [0.17, -0.04, 0.07], [0.17, 0.09, 0.05], [0.03, -0.18, 0.40], [0.09, -0.52, -0.36], [0.17, -0.10, 0.09], [-0.60, 0.20, -0.03], [-0.13, -0.06, -0.10], [0.35, 0.22, -0.16], [-0.39, 0.08, -0.01], [-0.02, -0.05, -0.40], [-0.43, 0.24, -0.01], [-0.15, -0.02, 0.02], [1.19, 0.80, 0.25], [-0.35, 0.07, 0.46], [-0.70, -0.16, -0.04], [0.78, 0.15, -0.12], [-0.20, -0.51, -0.01], [0.26, -0.02, 0.12], [0.41, -0.16, 0.03], [-0.74, -0.88, 0.35], [0.17, 0.40, -0.34], [1.05, -0.31, -0.14], [0.04, 0.07, -0.03], [0.78, 1.78, -0.21], [0.07, 0.03, 0.19], [-1.05, 0.80, -0.12], [-0.30, -0.23, -0.09], [-0.33, 0.06, -0.13], [-0.92, 0.01, -0.22], [-0.12, 0.04, -0.13], [-0.41, -0.11, -0.35], [-0.42, 0.09, -0.25], [0.99, -0.39, 0.87], [0.08, 0.44, 0.37], [1.07, -0.30, 0.07], [-0.82, 0.60, -0.30], [0.09, -0.23, -0.07], [-0.66, 0.26, 0.36], [-0.54, -0.01, 0.05], [-0.16, 0.01, -0.01], [-0.39, -0.43, 0.02], [-0.12, -0.02, -0.08]],
  "mulliken_spin": [0.02, 0.09, 0.00, 0.01, 0.11, -0.01, 0.03, 0.00, 0.03, 0.00, -0.01, 0.04, 0.01, 0.00, 0.01, 0.01, 0.32, 0.00, 0.01, 0.18, 0.03, 0.15, -0.03, 0.00, 0.77, 0.04, 0.20, 0.02, 0.13, 0.00, 0.00, 0.03, 0.22, 0.00, 0.00, 0.15, 0.01, 0.30, 0.00, 0.20, 0.01, -0.02, 0.01, 0.01, 0.91, 0.01, 0.01, -0.01, 0.01],
  "orbital_gap_ev": [6.7, 6.1],
  "de_lowest_kcal_mol": 0.0,
  "mol_weight_g_mol": 415.853,
  "homo_ha": [-0.3528, -0.4243],
  "charge": 1,
  "e_lumo_ev": [-2.949, -5.467],
  "spin_multiplicity": 5
}